Density functional theory data (the ωB97M-V functional and the def2-TZVPD basis) for a structure of composition C25H41F5IrP2 in a non-equilibrium geometry.

Cartesian coordinates (Å):
H -1.98384 2.03334 -2.74454
C 0.98166 1.19685 0.02255
F -4.38006 0.16977 -0.20170
C 2.62105 -2.38910 2.84379
C -1.64106 0.99977 -2.59031
H 0.72694 1.79154 -4.05430
H 0.73733 1.26061 2.14643
H 5.00835 -3.93595 -2.03780
C 4.44450 -5.36253 1.05369
C 1.45399 1.61154 1.37864
H 0.78976 -5.37953 -3.40840
H 0.87474 -6.03103 1.37870
H 1.92827 -5.57319 2.73671
H 2.42084 -6.82275 1.60966
F -3.31037 -3.18800 0.20877
H -1.01072 -3.03556 -0.00029
C 1.87720 -5.31753 -3.51857
H 1.53332 2.70594 1.47293
C 1.90591 -5.85778 1.68467
C -3.28216 -1.91394 -0.25784
H 1.30566 0.20725 -4.48031
H 3.61516 1.74086 -0.34542
H 1.30886 -5.66439 -0.93064
C 0.14081 -2.48300 3.16191
C 2.46437 -2.63621 0.39274
P 2.58042 -4.04857 -2.35324
H 2.29168 -6.32023 -3.31584
F -3.67925 -0.64666 1.72711
F -3.55840 -1.93246 -1.57493
P 2.81196 -4.63637 0.64533
C 1.85727 0.87017 -1.11662
C 4.34330 -4.56436 -2.63129
H -0.71116 -2.43622 3.83545
H 2.09495 -5.03874 -4.55277
H 3.80295 -1.32683 1.44842
H 2.44509 1.19891 1.61761
H -2.35487 0.91616 0.10751
H 3.83112 0.79554 -1.89551
C -0.33893 1.25094 -0.44881
C 1.36272 0.96803 -3.71335
C -0.15711 -3.25019 1.93354
H 2.98953 -6.26000 -1.15191
H 4.56314 -4.41688 -3.69129
C -4.19370 -0.98006 0.51424
H 4.51369 -5.61762 -2.36038
H 2.37388 1.36346 -3.65555
C 2.37107 -5.34950 -0.97016
C 0.92921 0.56192 -2.32521
C -1.53485 1.58757 0.38324
Ir 1.71160 -1.11293 -1.38303
H 2.17148 -0.66138 1.48643
C -0.40050 0.89615 -1.80434
H -1.11040 -3.79308 2.09901
H 4.39329 -6.46204 1.10783
H -0.57297 -1.44868 0.58135
C 2.74417 -1.63254 1.52833
F -5.39534 -1.55812 0.71967
H 2.61680 -3.48526 2.62002
H 0.64466 -4.01300 1.86335
C 1.34784 -2.03895 3.51724
C 1.06058 -2.62150 -0.25199
H -1.34976 1.45986 1.45861
H 5.24516 -5.09514 0.36165
C -0.23817 -2.50893 0.58207
H -1.93127 2.60235 0.23174
H 3.03568 2.43030 -1.88760
C 3.18352 1.49129 -1.33091
H 3.47267 -2.17511 3.51462
H -1.50687 0.53034 -3.56154
H 1.52013 -1.56048 4.46209
H 3.32654 -2.54177 -0.32911
H -2.45454 0.48571 -2.06233
H 4.71889 -5.01549 2.05877
H 0.88936 -3.43471 -1.02874

Results
Gap between HOMO and LUMO (alpha / beta), hartree: 0.246 / 0.257
HOMO level (alpha / beta), eV: -9.180 / -10.547
Lowest unoccupied orbital energy (alpha / beta), eV: -2.50 / -3.56
Relative energy (zero: lowest compared OMol25 entry of this formula, charge and spin), kcal per mole: 16.5
2S+1: 5
Total charge: +1

Density functional theory data (the ωB97M-V functional and the def2-TZVPD basis) for a cluster of 2 separate species, C4H9N in total.

Cartesian coordinates (Å):
H -0.33145 -2.27607 -0.25395
C -0.07117 -1.49302 0.47124
H 1.67345 0.89211 -1.36463
H 2.44212 -0.77646 -0.90824
H -2.07900 -0.03311 -1.19607
N 0.58755 -0.35343 -0.14346
H -2.64826 0.51908 0.39341
H 0.34225 -1.86396 1.41083
H 1.54595 1.89202 1.36410
C 1.62677 -0.06724 -0.86454
H -1.56932 1.54457 -0.55441
C -1.78649 0.50732 -0.27973
C -0.60421 -0.11107 0.38397
H 0.87182 1.61926 1.54147

Results
Gap between HOMO and LUMO, hartree: 0.304
HOMO level, eV: -7.162
Lowest unoccupied orbital energy, eV: 1.12
Relative energy (zero: lowest compared OMol25 entry of this formula, charge and spin), kcal per mole: 100.5
Total charge: 0

Density functional theory data (the ωB97M-V functional and the def2-TZVPD basis) for the ion C4H11N2S with charge -1 in a non-equilibrium geometry.

Cartesian coordinates (Å):
C -1.38408 0.23129 -0.01048
N 0.77096 -0.39900 -1.03278
H 0.77550 0.67595 2.94433
S -2.50830 0.65618 1.36317
C 0.96105 0.85791 0.96854
H -1.32076 0.98094 -0.79818
C 0.07076 -0.18461 0.25876
N 0.57554 1.40747 2.26852
H 0.14601 -1.12126 0.81297
H -0.42856 1.43756 2.29097
H 1.13599 1.68712 0.26255
H 1.98086 0.43169 1.00547
H 1.60014 -0.93794 -0.83854
H -1.84794 -0.63234 -0.43354
C 0.03170 -1.11699 -2.04904
H 0.69340 -1.76557 -2.61179
H -0.47532 -0.48467 -2.77580
H -0.77696 -1.72373 -1.62514

Results
Gap between HOMO and LUMO, hartree: 0.227
SMILES: CN[C@@H](CN)C[S-]
HOMO level, eV: -2.510
Lowest unoccupied orbital energy, eV: 3.66
Relative energy (zero: lowest compared OMol25 entry of this formula, charge and spin), kcal per mole: 22.2
Total charge: -1

Density functional theory data (the ωB97M-V functional and the def2-TZVPD basis) for a cluster of 2 separate species, C4H7N4O5S in total in a non-equilibrium geometry.

Cartesian coordinates (Å):
S -0.49086 3.20996 -1.19670
N -1.26674 0.52360 -1.18592
N 1.34515 -1.35450 0.43109
O 0.66639 -3.46108 2.17554
C -0.14018 -0.01327 -0.68172
N 0.07690 -1.18255 0.08409
H 3.20796 -0.07742 -0.04693
H -2.15050 0.03084 -1.04559
H 1.78701 -2.09847 1.00251
C 0.05534 -3.37321 3.31544
O -0.36200 2.99341 0.28839
H 0.82329 3.27225 -1.67962
N 1.16717 0.50633 -0.81425
C 2.11369 -0.29198 -0.12349
O 0.63594 -4.06658 4.21986
H -0.67568 -1.83250 0.34570
H -2.41196 2.03410 -2.10030
C -1.31435 1.74947 -1.98611
O -0.98206 -2.68394 3.49911
H -0.89778 1.60877 -3.03916
O -1.18673 4.50677 -1.46195

Results
Gap between HOMO and LUMO, hartree: 0.099
HOMO level, eV: -1.074
Lowest unoccupied orbital energy, eV: 1.61
Total charge: -1

Density functional theory data (the ωB97M-V functional and the def2-TZVPD basis) for an isolated molecule of C3H4O in a non-equilibrium geometry.

Cartesian coordinates (Å):
C 0.33006 0.60398 0.28067
C -0.41400 -0.13454 -0.76394
C -1.33033 -0.91373 -0.86079
H 2.04058 -0.28156 0.04679
H 0.52680 1.63326 0.00825
O 1.46977 -0.05142 0.78970
H -0.43327 0.61435 1.06783
H -2.18963 -1.47034 -0.56850

Results
Gap between HOMO and LUMO, hartree: 0.393
SMILES: C#CCO
HOMO level, eV: -10.053
Lowest unoccupied orbital energy, eV: 0.65
Relative energy (zero: lowest compared OMol25 entry of this formula, charge and spin), kcal per mole: 47.5
Total charge: 0

Density functional theory data (the ωB97M-V functional and the def2-TZVPD basis) for a cluster of 2 separate species, C3H11N in total in a non-equilibrium geometry.

Cartesian coordinates (Å):
H 1.04583 2.17437 1.17250
N 0.48123 0.00852 1.11114
H -1.48682 -0.57416 -0.93059
C 0.24396 1.48209 0.92689
H 2.51061 0.36773 0.47974
H -1.81639 -0.21693 -2.64755
C -1.91885 -0.85488 -1.88154
H 1.59939 -1.13358 -0.15082
H 0.20182 1.59488 -0.12059
H -0.71800 1.71453 1.28115
H -2.93200 -1.02466 -1.45854
H 0.04821 -0.30252 2.01350
H 2.28210 -1.02768 1.55049
H -1.31475 -1.75593 -2.08443
C 1.77367 -0.45177 0.73865

Results
Gap between HOMO and LUMO, hartree: 0.351
SMILES: CNC.C
HOMO level, eV: -8.427
Lowest unoccupied orbital energy, eV: 1.12
Relative energy (zero: lowest compared OMol25 entry of this formula, charge and spin), kcal per mole: 34.5
Total charge: 0

Density functional theory data (the ωB97M-V functional and the def2-TZVPD basis) for a structure of composition C21H20N4O5RhS in a non-equilibrium geometry.

Cartesian coordinates (Å):
C 10.40746 12.16039 7.40826
H 11.25666 8.85017 7.41619
C 8.23128 9.38205 12.37350
H 10.71977 9.73100 10.01248
O 11.69315 11.81010 12.10539
C 11.19886 10.17994 9.11833
N 6.88182 11.20249 12.23563
H 11.33330 10.80318 6.03953
H 11.11002 12.89985 6.97479
N 8.07525 10.73778 12.29614
H 13.88875 11.68739 15.00903
H 8.39586 12.67800 15.24990
H 9.56905 10.59574 6.12346
H 6.12724 8.85715 12.09229
H 9.38526 12.57800 7.45017
O 12.71500 11.96468 17.89199
C 12.28389 11.73926 13.23289
C 12.79627 11.95974 16.67100
C 7.99523 14.66630 12.15182
H 4.70235 12.68969 12.38345
C 7.37723 7.09931 12.08008
C 9.52144 8.84000 12.49962
C 8.67455 6.59544 12.36643
N 10.06311 12.13445 14.13313
Rh 9.68227 12.01958 12.19102
H 12.30507 10.06897 9.16105
O 13.95012 11.81119 16.04430
C 10.47844 10.78214 6.75658
C 6.77122 15.35701 12.20868
C 8.09933 13.29537 12.28109
H 10.71873 7.10810 12.78264
O 9.56343 12.09849 9.91747
S 10.88039 11.99691 9.17856
C 5.57761 14.64720 12.46582
O 13.49467 11.50074 13.41934
C 10.62289 9.67303 7.79626
C 10.25981 12.39672 16.30433
C 7.13341 8.48241 12.24942
H 8.86583 5.53569 12.36542
C 5.61898 13.27267 12.40774
H 10.01835 12.47682 17.35135
H 9.64701 9.20047 8.04728
H 10.40303 9.49406 12.56141
H 6.59915 6.41671 11.83239
H 8.94422 15.21505 11.96807
H 4.66262 15.11552 12.74513
C 9.73140 7.47852 12.59787
C 6.84501 12.58269 12.30082
H 6.67518 16.41663 12.03039
C 11.58062 12.11989 15.80384
C 11.35149 11.97827 14.41671
N 9.40754 12.48192 15.28472

Results
Gap between HOMO and LUMO (alpha / beta), hartree: 0.238 / 0.216
HOMO level (alpha / beta), eV: -10.130 / -12.515
Lowest unoccupied orbital energy (alpha / beta), eV: -3.66 / -6.63
Relative energy (zero: lowest compared OMol25 entry of this formula, charge and spin), kcal per mole: 21.6
2S+1: 5
Total charge: +1

Density functional theory data (the ωB97M-V functional and the def2-TZVPD basis) for a structure of composition C21H53NNbO8S in a non-equilibrium geometry.

Cartesian coordinates (Å):
H -6.28655 1.67158 -2.61710
C 2.95536 4.39843 3.55593
O -5.31577 -0.21959 0.38675
C -0.18780 -2.84924 -2.72281
H -7.69627 0.79852 -3.28041
H 1.99678 -1.75112 5.24172
C 1.24984 2.20452 1.64133
H 4.88325 -4.14698 -2.88555
C 2.91272 -2.08407 4.74392
H -3.99805 1.96506 -3.96377
H -5.19623 1.79979 0.79650
H -4.02567 -2.60418 0.31555
O 3.24506 -3.35719 5.29760
H -4.93603 -1.79744 2.37482
H 3.69763 -1.35153 4.96247
C 4.64322 -3.53092 5.45878
H 2.88699 -0.20070 -0.42887
C -3.81212 2.86588 -3.37683
O -6.43148 1.59581 -4.70488
C 2.56677 -1.25658 -3.15074
O -2.98640 -1.44704 1.70007
C -6.78453 2.97345 -4.74574
H 1.83373 -2.87224 3.03117
H 4.21418 4.52366 1.48750
H 4.84055 -4.59746 5.57910
H -4.31724 -0.74614 -1.30815
H -7.25493 3.15367 -5.71817
H 0.53598 1.86895 0.88358
H -6.07143 0.08616 -3.37685
H 4.87890 -4.04614 -1.08470
H -4.84042 3.66479 -5.42769
H 1.39712 1.40016 2.36309
C -4.07959 -0.51077 -0.26577
H 2.34512 -1.18660 2.88515
C -6.63350 1.01954 -3.42169
H 2.18482 4.39124 4.32822
S -0.05826 -3.70065 -4.15655
H 2.21104 -0.39582 -3.81956
C 4.15741 -1.12103 -3.07225
O -4.93774 3.73597 -3.35085
H 3.10498 3.62123 -0.54105
H 0.58597 -0.74957 0.42734
H -7.51978 3.20934 -3.96945
C -3.89472 -1.97063 2.65435
C 2.64819 -2.17406 3.24681
H 0.85278 0.66209 -1.66298
H -3.70604 -1.47592 3.60874
O 2.50030 2.48354 1.02686
H -4.29334 0.75551 1.92978
H 1.50745 4.04812 0.08708
C -5.55780 3.86835 -4.62548
H 5.20731 -3.16997 4.59694
H 3.21749 -4.09835 1.33367
H -2.94632 3.39601 -3.78608
H -3.58892 2.56973 -2.35115
C 4.86204 -2.04073 -1.98769
H 4.88476 -4.17858 1.94486
C -5.19819 0.84003 1.32353
H 4.97831 -3.00659 6.36072
H 2.03189 -2.63390 -0.55196
H 5.98002 -2.02257 -2.22252
H 3.23030 3.36554 3.33063
H 0.84398 3.07193 2.16781
H -6.06431 0.80442 1.98647
N -0.38372 -1.82278 -1.95622
O 3.82648 -2.53473 2.53265
H 3.53445 -4.54575 3.03439
H 4.77320 -1.60778 -0.94054
H 4.52310 -0.06396 -2.90062
C -3.38804 -1.71401 0.35810
H -2.47990 -1.92569 -0.21171
H -3.42292 0.36497 -0.26194
H 3.83115 4.93549 3.93566
H -3.72302 -3.04579 2.77513
C 4.42833 -3.56529 -2.01604
H 4.56664 -1.43086 -4.09436
H 3.22741 5.74516 0.67127
H -5.87527 4.91185 -4.71789
O 2.43587 5.07342 2.42104
C 3.85739 -3.91455 2.20218
Nb 1.45541 -1.01783 -1.17951
H 3.30914 -3.71038 -2.02438
H 2.34474 -2.20488 -3.72278
C 3.18680 4.80906 1.23854
C 2.51990 3.74568 0.37552

Results
Gap between HOMO and LUMO, hartree: 0.259
HOMO level, eV: -4.933
Lowest unoccupied orbital energy, eV: 2.11
Relative energy (zero: lowest compared OMol25 entry of this formula, charge and spin), kcal per mole: 0.0
Total charge: -1

no.,DFT total energy (eV)
1,-61579.8715
2,-5779.4537
3,-18142.1354
4,-31289.4676
5,-5220.0788
6,-4777.9990
7,-52131.6140
8,-52881.8983